Molecular formula: C15H29Si2
Method: DFT, ωB97M-V/def2-TZVPD

Gap between HOMO and LUMO, Eh: 0.21518
Total charge: +1
Highest occupied orbital energy, eV: -11.3
Relative energy (zero: lowest compared OMol25 entry of this formula, charge and spin), kcal/mol: 0.00

Last column: Löwdin charge in e.
Atoms and positions in Å:
1 C -1.67 5.45 8.74  -0.163
2 Si -2.39 5.29 7.00  0.918
3 C -1.18 5.76 5.61  -0.162
4 H -1.47 2.29 6.58  0.100
5 C -4.20 5.65 6.76  -0.325
6 Si -5.40 4.15 6.56  0.464
7 C -7.07 4.93 6.21  -0.185
8 C -4.99 3.05 5.09  -0.178
9 C -5.59 3.11 8.11  -0.177
10 H -1.68 6.53 9.00  0.063
11 H -2.24 4.89 9.49  0.041
12 H -0.63 5.09 8.77  0.046
13 H -1.19 6.85 5.51  0.062
14 H -0.16 5.43 5.85  0.047
15 H -1.46 5.30 4.65  0.045
16 H -4.55 6.28 7.60  0.068
17 H -4.32 6.30 5.87  0.063
18 H -7.85 4.18 6.01  0.047
19 H -7.39 5.53 7.07  0.039
20 H -7.01 5.58 5.33  0.037
21 H -5.52 2.09 5.15  0.052
22 H -5.31 3.53 4.15  0.044
23 H -3.92 2.83 5.00  0.004
24 H -5.69 2.04 7.89  0.041
25 H -4.75 3.24 8.81  0.015
26 H -6.51 3.41 8.64  0.044
27 C -2.58 0.61 6.03  -0.070
28 C -1.62 1.32 6.99  -0.395
29 C -2.17 1.39 8.41  -0.054
30 C -0.17 0.92 6.89  -0.211
31 C 0.72 1.38 7.87  -0.049
32 C 2.06 1.03 7.77  -0.078
33 C 2.50 0.29 6.67  -0.075
34 C 1.62 -0.08 5.64  -0.060
35 C 0.27 0.27 5.74  -0.031
36 H -2.40 0.99 5.02  0.079
37 H -2.46 -0.48 6.01  0.096
38 H -3.62 0.80 6.32  0.061
39 H -1.66 2.15 9.01  0.059
40 H -3.26 1.61 8.38  0.052
41 H -2.05 0.43 8.93  0.106
42 H 0.36 2.04 8.67  0.101
43 H 2.75 1.38 8.54  0.109
44 H 3.55 0.03 6.59  0.102
45 H 1.94 -0.61 4.77  0.100
46 H -0.44 0.07 4.93  0.103